DFT (ωB97M-V with the def2-TZVPD basis set) results for a cluster of 9 separate species, C24H69N3O15 in total.

Its SMILES is COC[C@H](C)N.COC[C@H](C)N.COC[C@H](C)N.OCCO.OCCO.OCCO.OCCO.OCCO.OCCO. The value obtained for the energy above the lowest of the compared OMol25 structures with the same formula, charge and spin is 4.603 eV. The max |F| comes out at 3.80 eV Å⁻¹. The calculation puts the LUMO energy at 0.1669 eV. As for the gap between HOMO and LUMO: 8.87 eV. As for the highest occupied orbital energy: -8.704 eV.

Element x y z (Å)
C  -8.499  1.098  1.326
O  -7.165  0.912  0.813
C  -6.588  -0.445  1.113
C  -5.215  -0.455  0.382
C  -4.675  -1.883  0.101
N  -4.119  0.317  1.030
H  -9.104  0.196  1.424
H  -9.087  1.703  0.636
H  -8.327  1.615  2.270
H  -6.285  -0.666  2.137
H  -7.254  -1.262  0.836
H  -5.453  -0.004  -0.581
H  -3.795  -2.147  -0.485
H  -5.453  -2.547  -0.275
H  -4.460  -2.350  1.063
H  -3.869  -0.041  1.941
H  -4.515  1.233  1.187
C  -1.917  -2.369  -3.858
O  -0.900  -1.435  -4.408
C  0.042  -1.044  -3.419
C  0.804  0.179  -3.827
C  1.722  -0.071  -5.047
N  1.727  0.757  -2.850
H  -1.354  -3.299  -3.778
H  -2.653  -2.666  -4.605
H  -2.446  -2.109  -2.942
H  -0.463  -0.779  -2.490
H  0.717  -1.835  -3.094
H  0.043  0.832  -4.254
H  2.483  -0.818  -4.824
H  2.235  0.783  -5.488
H  1.045  -0.404  -5.834
H  1.178  0.979  -2.032
H  1.860  1.733  -3.074
C  2.881  2.009  0.254
O  3.887  1.971  1.281
C  5.200  1.679  0.793
C  6.264  2.069  1.800
C  6.113  1.652  3.314
N  6.566  3.525  1.884
H  3.149  1.114  -0.308
H  2.967  2.858  -0.424
H  1.892  1.996  0.710
H  5.347  0.606  0.672
H  5.409  2.129  -0.178
H  7.184  1.533  1.566
H  5.869  0.591  3.259
H  5.331  2.147  3.889
H  7.019  1.680  3.920
H  5.698  4.023  2.024
H  7.063  3.810  2.716
O  0.393  -2.927  1.308
C  -0.605  -2.420  0.521
C  -0.993  -0.987  0.922
O  0.132  -0.246  1.268
H  1.103  -2.280  1.325
H  -0.357  -2.499  -0.538
H  -1.590  -2.849  0.699
H  -1.593  -0.851  1.821
H  -1.570  -0.391  0.215
H  -0.139  0.675  1.254
O  -1.528  2.062  0.976
C  -0.937  3.246  0.576
C  -1.984  4.355  0.181
O  -2.420  5.000  1.351
H  -2.171  1.803  0.312
H  -0.223  3.486  1.363
H  -0.302  3.044  -0.287
H  -2.852  3.863  -0.258
H  -1.601  4.927  -0.663
H  -3.196  4.559  1.705
O  6.050  -1.744  -1.384
C  4.795  -1.278  -1.809
C  3.510  -2.176  -1.556
O  3.608  -3.555  -2.079
H  6.225  -2.684  -1.474
H  4.746  -0.312  -1.305
H  4.948  -1.053  -2.864
H  2.598  -1.695  -1.910
H  3.412  -2.386  -0.491
H  2.765  -3.732  -2.502
O  2.534  -7.254  1.207
C  2.350  -5.900  0.610
C  2.875  -4.847  1.593
O  2.088  -4.855  2.764
H  3.480  -7.411  1.259
H  2.955  -6.037  -0.286
H  1.298  -5.854  0.330
H  2.679  -3.864  1.164
H  3.957  -4.963  1.646
H  1.361  -4.246  2.617
O  -2.578  1.217  -1.530
C  -2.881  1.765  -2.837
C  -2.024  2.819  -3.374
O  -2.614  3.243  -4.585
H  -3.285  0.746  -1.083
H  -2.836  0.884  -3.477
H  -3.922  2.064  -2.961
H  -1.009  2.441  -3.488
H  -2.025  3.734  -2.781
H  -1.976  3.805  -5.031
O  0.725  2.213  4.643
C  -0.629  1.929  4.295
C  -1.108  0.515  4.560
O  -2.424  0.454  5.044
H  1.109  2.928  4.130
H  -1.198  2.622  4.915
H  -0.928  2.175  3.276
H  -0.601  0.214  5.476
H  -0.875  -0.185  3.757
H  -2.817  -0.407  5.205

Atom charges from the Löwdin analysis, given in e for atoms 1 to 4: -0.1012, -0.2025, -0.1401, -0.3995